C3H7NS2 in the gas phase at a distorted geometry, computed with ωB97M-V/def2-TZVPD.

```
! wB97M-V def2-TZVPD RIJCOSX def2/J DEFGRID3
* xyz 0 1
C 0.887 -0.737 0.273
C 0.206 0.292 0.985
C -2.310 0.876 -0.275
H 1.166 -0.035 -1.633
H 2.270 -0.904 -1.385
H 1.415 -1.252 0.994
H 0.166 -1.392 -0.234
H -0.461 -0.037 1.746
H 1.077 0.910 1.322
H -2.674 1.722 -0.786
N 1.760 -0.206 -0.787
S -0.665 1.477 -0.099
S -2.836 -0.714 -0.120
*
```

Computed properties:
energy relative to the best compared isomer or geometry (same formula, charge and spin)	42.0	kcal/mol
SMILES	NCCSC=S